{
  "formula": "C80H182F9N9O16",
  "method": "wB97M-V/def2-TZVPD",
  "species": ["C", "C", "C", "N", "C", "C", "C", "C", "C", "H", "H", "H", "H", "H", "H", "H", "H", "H", "H", "H", "H", "H", "H", "H", "H", "H", "H", "C", "C", "C", "N", "C", "C", "C", "C", "C", "H", "H", "H", "H", "H", "H", "H", "H", "H", "H", "H", "H", "H", "H", "H", "H", "H", "H", "C", "C", "C", "C", "N", "C", "C", "C", "C", "C", "C", "C", "H", "H", "H", "H", "H", "H", "H", "H", "H", "H", "H", "H", "H", "H", "H", "H", "H", "H", "H", "H", "H", "H", "H", "H", "C", "C", "C", "C", "N", "C", "C", "C", "C", "C", "C", "C", "H", "H", "H", "H", "H", "H", "H", "H", "H", "H", "H", "H", "H", "H", "H", "H", "H", "H", "H", "H", "H", "H", "H", "H", "C", "O", "C", "C", "N", "H", "H", "C", "C", "O", "C", "H", "H", "H", "H", "H", "H", "H", "H", "H", "H", "H", "H", "H", "H", "C", "O", "C", "C", "N", "H", "H", "C", "C", "O", "C", "H", "H", "H", "H", "H", "H", "H", "H", "H", "H", "H", "H", "H", "H", "C", "O", "C", "C", "N", "H", "H", "C", "C", "O", "C", "H", "H", "H", "H", "H", "H", "H", "H", "H", "H", "H", "H", "H", "H", "C", "O", "C", "C", "N", "H", "H", "C", "C", "O", "C", "H", "H", "H", "H", "H", "H", "H", "H", "H", "H", "H", "H", "H", "H", "C", "O", "C", "C", "N", "H", "H", "C", "C", "O", "C", "H", "H", "H", "H", "H", "H", "H", "H", "H", "H", "H", "H", "H", "H", "C", "O", "O", "C", "F", "F", "F", "C", "C", "H", "H", "H", "H", "H", "H", "C", "O", "O", "C", "F", "F", "F", "C", "C", "H", "H", "H", "H", "H", "H", "C", "O", "O", "C", "F", "F", "F", "C", "C", "H", "H", "H", "H", "H", "H"],
  "xyz": [[-18.86073, 8.88877, 23.65417], [-18.16551, 9.42500, 24.93792], [-17.21975, 8.43320, 25.57983], [-16.16388, 8.96547, 26.44871], [-15.59382, 7.79261, 27.25596], [-16.74606, 9.97001, 27.46158], [-16.56096, 11.30791, 26.80249], [-15.20781, 11.19831, 26.05126], [-15.18180, 9.74582, 25.60490], [-19.65514, 9.53550, 23.44619], [-19.11017, 7.87505, 23.89211], [-18.14855, 8.88924, 22.78742], [-18.89579, 9.76687, 25.72410], [-17.64162, 10.33528, 24.55115], [-16.59868, 7.88933, 24.85367], [-17.71648, 7.67620, 26.19112], [-14.87798, 8.18512, 27.95044], [-15.16593, 7.04111, 26.63406], [-16.41521, 7.40462, 27.83490], [-16.20359, 9.94752, 28.34456], [-17.75271, 9.67516, 27.66636], [-16.55007, 12.08336, 27.59008], [-17.38860, 11.66803, 26.17484], [-14.46482, 11.42571, 26.84601], [-15.13461, 11.86108, 25.18186], [-14.21746, 9.24801, 25.64179], [-15.39931, 9.62766, 24.50704], [-15.75651, 9.87050, 38.17427], [-14.51370, 10.57655, 38.64965], [-14.42202, 11.00978, 40.13815], [-15.50362, 11.94649, 40.58005], [-15.61398, 13.07541, 39.71641], [-15.03932, 12.46897, 42.02353], [-16.35447, 12.88782, 42.57941], [-17.31674, 11.73820, 42.24852], [-16.82525, 11.20814, 40.88610], [-15.83198, 8.78957, 38.50148], [-15.78787, 9.82218, 37.04831], [-16.65436, 10.27747, 38.48939], [-14.34662, 11.48327, 38.00044], [-13.66613, 9.87633, 38.44726], [-13.53178, 11.61210, 40.30732], [-14.41704, 10.10485, 40.71530], [-16.26719, 13.81515, 40.11750], [-16.03899, 12.77468, 38.75201], [-14.61965, 13.44329, 39.52538], [-14.28357, 13.23679, 41.83256], [-14.68427, 11.58525, 42.52908], [-16.66151, 13.81247, 42.14453], [-16.28793, 13.17645, 43.65932], [-18.36069, 12.16165, 42.14846], [-17.30023, 10.99008, 42.99916], [-17.52974, 11.38008, 40.06450], [-16.65763, 10.10045, 40.94284], [-4.73224, 16.21581, 36.00260], [-3.88966, 15.88845, 34.79831], [-2.70465, 16.76121, 34.60996], [-1.59479, 16.57525, 35.61698], [-0.37787, 17.36996, 35.51738], [0.56506, 16.84177, 36.62900], [0.40095, 17.75070, 37.81248], [0.23049, 19.09566, 37.11246], [-0.69020, 18.82646, 35.92364], [0.30253, 17.28557, 34.22606], [0.73733, 15.86232, 33.81100], [1.81606, 15.93968, 32.72585], [-4.15978, 16.18599, 36.93590], [-5.62952, 15.58903, 36.07494], [-5.04618, 17.25705, 35.92285], [-4.50288, 16.09524, 33.84500], [-3.68454, 14.81317, 34.73847], [-2.96416, 17.82041, 34.54155], [-2.33138, 16.49270, 33.52387], [-1.32234, 15.51789, 35.61406], [-2.05378, 16.71776, 36.62319], [1.60761, 16.83960, 36.33177], [0.32433, 15.78317, 36.83463], [1.28113, 17.68149, 38.45834], [-0.42029, 17.45462, 38.48206], [1.20440, 19.58165, 36.78623], [-0.26016, 19.80128, 37.74221], [-0.54683, 19.50261, 35.06420], [-1.75472, 18.75699, 36.24130], [1.15699, 17.86077, 34.30950], [-0.43505, 17.68303, 33.48515], [-0.09104, 15.24967, 33.33629], [1.08383, 15.26019, 34.70517], [2.31449, 14.98769, 32.54159], [2.54886, 16.66938, 33.10444], [1.41797, 16.28346, 31.76071], [-18.49186, -4.64791, 29.11471], [-18.54301, -3.68449, 30.02462], [-18.37258, -3.06111, 31.36794], [-16.92146, -2.85646, 32.01272], [-16.87470, -1.93603, 33.27832], [-17.52880, -2.60380, 34.53657], [-18.25975, -1.51826, 35.28684], [-18.76935, -0.58035, 34.08455], [-17.45994, -0.42411, 33.24131], [-14.94099, -1.93677, 33.57571], [-14.54382, -0.95543, 34.61421], [-13.65088, -2.02945, 37.03991], [-15.28739, 0.57254, 21.08903], [-17.57313, -5.79582, 28.91522], [-19.36167, -4.71950, 28.34309], [-13.82247, 16.59856, 7.85497], [-18.77199, -5.75115, 33.63631], [-19.49947, -2.73997, 31.47953], [-30.32304, 9.20859, 13.65022], [-16.33793, -2.34198, 31.24300], [-16.41273, -3.78579, 32.24212], [-16.69415, -3.00708, 35.15094], [-18.24491, -3.35845, 34.16104], [-17.50033, -0.85797, 35.74353], [-18.95304, -1.76900, 36.05303], [-19.00419, 0.27566, 34.67321], [-19.46431, -1.01557, 33.37625], [-16.66965, 0.09516, 33.75602], [-17.46343, -0.04861, 32.16646], [-14.45381, -1.85043, 32.61640], [-14.77424, -2.85773, 33.99558], [-15.13767, -0.11314, 35.12742], [-13.55030, -0.65816, 34.49848], [-12.83016, -1.92623, 36.42725], [-14.05482, -2.97838, 37.48803], [-14.09476, -1.05213, 37.41197], [-11.43716, 17.18687, 15.00416], [-11.43399, 17.95206, 16.19282], [-12.61131, 18.73190, 16.38245], [-12.49286, 19.63049, 17.57511], [-12.22508, 18.77285, 18.76555], [-16.16904, 16.98351, 19.51041], [-11.47671, 18.13894, 18.56535], [-12.90261, 18.71297, 19.83622], [-13.72135, 26.44454, 16.36889], [-13.82520, 25.62199, 15.50066], [-14.42528, 24.29813, 15.66036], [-10.61909, 16.47950, 14.95206], [-11.14012, 17.90352, 14.23538], [-12.41085, 16.81698, 14.74917], [-13.45873, 18.11358, 16.61673], [-12.79837, 19.31754, 15.54453], [-13.47884, 20.09923, 17.64448], [-11.62382, 20.32796, 17.61908], [-12.60868, 17.98479, 20.59353], [-13.63100, 19.48343, 20.00440], [-14.29881, 26.37671, 17.26511], [-13.10338, 27.30072, 16.27525], [-15.41513, 24.39129, 15.30159], [-14.23640, 23.79792, 16.68988], [-13.73363, 23.69460, 15.05064], [-3.37337, 11.38264, 15.22642], [-4.21827, 12.52244, 15.25450], [-4.62278, 12.86385, 13.93977], [-5.57020, 14.02253, 14.04153], [-5.12786, 14.99226, 15.03380], [-5.06654, 14.47982, 15.91970], [-4.13103, 15.27026, 14.80650], [-5.93452, 16.26655, 15.10027], [-7.37300, 16.16154, 15.53375], [-7.31858, 15.46677, 16.75369], [-8.58073, 15.30313, 17.35118], [-3.17759, 11.04741, 14.24925], [-3.80710, 10.54308, 15.79257], [-2.50256, 11.59860, 15.80404], [-5.18687, 12.08015, 13.46766], [-3.72056, 13.05466, 13.36375], [-6.54730, 13.74942, 14.36293], [-5.59227, 14.46200, 13.07761], [-5.97003, 16.61946, 14.01131], [-5.36698, 16.98279, 15.70475], [-8.10052, 15.77017, 14.85564], [-7.70354, 17.23142, 15.55564], [-8.50073, 14.58357, 18.15318], [-9.36173, 15.06156, 16.53157], [-8.77426, 16.21555, 17.80756], [-25.53420, 8.57412, 15.80179], [-24.85135, 7.54045, 15.14521], [-24.04791, 7.94508, 13.96360], [-22.84660, 7.02297, 13.90219], [-23.06359, 5.51112, 13.69297], [-23.96617, 5.16850, 14.03579], [-22.93671, 5.25175, 12.70223], [-22.02937, 4.65654, 14.29625], [-21.90244, 3.35977, 13.50426], [-20.73249, 2.99003, 14.06186], [-20.01262, 2.03535, 13.39748], [-25.46809, 9.63633, 15.47661], [-7.84983, 10.37090, 10.17915], [-26.26995, 8.13986, 16.52470], [-23.56727, 8.94737, 14.12512], [-24.57951, 7.89271, 12.99522], [-22.05879, 7.23609, 14.74290], [-22.25790, 7.39344, 12.98734], [-22.31243, 4.34304, 15.29475], [-21.09173, 5.12339, 14.33176], [-21.90092, 3.44893, 12.44042], [-22.83166, 2.67549, 13.72058], [-20.40389, 1.66284, 12.43545], [-19.06620, 1.67310, 13.83764], [-17.05665, 5.21203, 18.75782], [-28.40932, 16.32247, 33.32718], [-27.49603, 15.53449, 32.91776], [-27.88832, 14.04832, 33.39283], [-28.06772, 13.18685, 32.16573], [-27.27411, 13.70666, 30.78108], [-27.65878, 14.61203, 30.48534], [-26.33250, 13.99134, 31.20227], [-27.06905, 12.66769, 29.84163], [-27.00075, 13.30294, 28.36994], [-26.00140, 12.63181, 27.62762], [-25.89559, 12.52009, 26.27755], [-28.65226, 15.66085, 35.60109], [-28.20889, 17.19754, 32.79086], [-23.31305, 4.34811, 26.81664], [-28.79437, 14.18390, 33.91893], [-27.05580, 13.57300, 34.09669], [-29.06155, 13.17008, 31.70575], [-27.76748, 12.19869, 32.58174], [-27.86304, 11.87442, 29.99070], [-26.07844, 12.33085, 29.89203], [-26.81180, 14.34089, 28.11272], [-27.90908, 13.00754, 27.91172], [-24.85887, 12.34486, 26.02712], [-24.97467, 13.81397, 18.74208], [-26.87945, 12.40663, 25.77776], [-3.01125, 11.35449, 33.73005], [-4.32390, 11.54865, 34.31707], [-4.36111, 10.96869, 35.58159], [-5.79358, 11.12085, 36.05384], [-6.49076, 10.19930, 35.22739], [-12.78695, 8.38120, 35.28254], [-6.42038, 9.25637, 35.49717], [-7.36248, 10.36553, 34.29498], [-4.05798, 12.67249, 26.84854], [-3.70149, 11.43724, 26.36821], [-3.90456, 10.25737, 27.24456], [-2.93260, 11.96914, 32.86479], [-2.96334, 10.27417, 33.30919], [-2.19065, 11.50757, 34.43767], [-3.62997, 11.30393, 36.31856], [-4.28912, 9.88155, 35.53221], [-6.31407, 12.06124, 35.94475], [-6.02560, 10.75528, 37.07751], [-7.70641, 9.58614, 33.72762], [-7.74101, 11.30319, 33.89600], [-4.60794, 12.62087, 27.69187], [-3.65535, 13.48437, 26.23506], [-3.62333, 10.41058, 28.32902], [-2.95629, 9.72277, 27.07222], [-4.90956, 9.89275, 26.94561], [-11.99868, 8.73695, 33.54445], [-11.23771, 7.77174, 32.89646], [-12.01394, 8.77242, 34.88941], [-11.48857, 10.11975, 33.07765], [-10.23906, 10.51789, 33.41195], [-11.70740, 10.10851, 31.66663], [-12.25496, 11.02847, 33.64238], [-11.66179, 6.43447, 32.88572], [-10.47349, 5.73878, 32.20403], [-10.69487, 4.63141, 31.95890], [-10.44365, 6.34765, 31.26914], [-9.59084, 5.91838, 32.85611], [-12.53621, 6.23057, 32.19866], [-11.86802, 6.09828, 33.87095], [-13.04934, 8.67254, 33.11881], [-15.22416, 15.39366, 19.44652], [-16.26325, 14.83981, 20.18372], [-15.43266, 16.64334, 19.03760], [-13.97735, 15.43877, 20.27679], [-14.26842, 16.43612, 21.25904], [-13.64771, 14.28949, 20.83628], [-12.97325, 15.98727, 19.61874], [-17.36997, 14.59964, 19.32577], [-18.44074, 13.79462, 20.10769], [-18.89650, 14.46421, 20.85498], [-19.10930, 13.37479, 19.36925], [-17.94763, 12.96680, 20.50766], [-16.96939, 13.88563, 18.55846], [-17.69947, 15.50965, 18.90793], [-15.09328, 14.70382, 18.53305], [-14.69389, 14.99763, 34.72864], [-15.26232, 16.14321, 34.79961], [-14.47388, 14.21059, 35.62387], [-14.33599, 14.72415, 33.28615], [-13.85698, 15.73226, 32.54828], [-13.49363, 13.70113, 33.05739], [-15.60301, 14.41746, 32.91492], [-15.81060, 16.60218, 36.09833], [-15.02306, 17.63617, 36.92698], [-15.56543, 18.53880, 37.24369], [-14.38508, 17.20049, 37.75480], [-14.29947, 18.02275, 36.21316], [-16.07765, 15.74710, 36.69303], [-16.72245, 17.17827, 35.77227], [-10.82514, 13.92950, 18.55469]],
  "forces_ev_per_angstrom": [[2.566, -0.595, 0.901], [-0.089, 1.446, -0.433], [0.138, -1.292, -0.903], [0.331, 0.451, 1.666], [-0.485, 1.424, -0.201], [-0.403, 0.011, -2.420], [-0.502, 1.757, 0.106], [-0.527, 0.050, 1.094], [0.896, -0.482, -1.312], [-1.457, 0.509, -0.472], [-0.868, -0.597, -0.483], [-0.578, -0.034, 0.821], [0.465, -0.306, -0.966], [-0.113, -0.638, 0.782], [-0.700, -0.084, -0.280], [-0.452, 0.133, -0.309], [0.582, 0.221, 0.145], [0.215, -0.412, -0.640], [-0.295, -0.278, 0.061], [1.268, -0.375, 1.586], [-0.663, -0.132, 0.091], [0.376, -0.307, -0.261], [0.257, -0.684, -0.001], [0.074, -0.183, -0.992], [0.156, -0.001, 0.483], [0.245, 0.101, 0.578], [-0.480, 0.204, 1.194], [0.720, -2.545, -1.334], [1.134, 0.892, -0.525], [-0.010, 0.108, -1.906], [0.344, -2.172, 2.874], [-0.419, 0.197, -2.012], [-0.908, -0.344, -1.657], [-0.050, 0.463, 1.843], [-1.043, 1.926, -1.055], [-0.082, -0.540, 0.116], [0.373, 1.070, -0.157], [0.124, 0.183, 1.118], [-1.735, 1.139, 0.456], [-0.001, -0.901, 0.583], [-0.352, 0.792, 0.331], [0.391, -0.464, -0.122], [-0.133, -0.069, 0.829], [-0.255, 0.584, 0.447], [0.091, -0.014, 0.176], [0.265, 0.447, -0.003], [-0.106, -0.260, 0.293], [0.504, -0.133, 0.141], [-0.386, 0.611, -0.575], [-0.042, -0.733, -0.720], [1.087, -0.728, 0.270], [-0.040, -0.741, 0.624], [0.263, 0.163, 0.256], [0.221, 1.125, -0.213], [-0.159, 0.504, 0.398], [-2.005, -0.254, -1.624], [2.182, 0.358, -3.024], [-1.760, -1.811, 0.899], [0.897, 0.156, 1.694], [-0.185, -1.186, 0.435], [0.146, 0.013, 0.247], [0.688, 0.791, -0.346], [-0.220, -0.557, 0.142], [-2.210, -1.867, -1.818], [-0.844, -1.498, -0.176], [0.320, 0.651, 0.462], [-0.177, -0.393, -0.011], [0.313, 0.129, 0.102], [-0.272, 0.038, -0.001], [0.559, -0.450, 1.430], [0.407, 0.157, 0.109], [-0.342, -0.013, 0.084], [-0.287, 0.603, 2.006], [0.208, 0.048, -0.194], [0.682, 0.194, -0.483], [-0.004, 0.350, -0.640], [-0.048, 0.591, -0.179], [0.020, 0.236, -0.253], [-0.135, 0.327, -0.492], [-1.042, -0.858, 0.371], [-0.211, 0.701, 0.553], [-0.193, -0.407, 0.404], [0.790, 0.619, -0.284], [1.619, 1.531, -0.031], [0.978, -0.047, 0.366], [0.439, 0.844, 0.915], [-0.175, 0.752, -1.013], [-0.089, 0.054, 0.193], [0.179, -0.312, -0.586], [0.055, 0.066, 0.376], [-0.140, -1.976, -1.579], [2.457, -0.034, 4.231], [-1.604, -2.087, -4.808], [-2.304, 2.707, -0.692], [2.333, -0.174, 0.231], [0.658, -0.367, -0.235], [1.404, 1.815, -2.624], [2.264, -1.144, 0.392], [0.432, -2.063, -0.603], [-3.191, 2.350, 0.364], [-1.375, 0.365, 2.663], [-3.941, 1.689, 0.104], [-0.066, 0.155, -0.042], [-3.178, 3.328, 1.587], [2.342, 0.653, 0.574], [0.043, -0.029, 0.060], [0.119, 0.335, -0.041], [2.508, -0.743, 1.738], [0.403, -0.062, 0.155], [0.123, -0.015, 0.165], [-0.518, -0.273, 0.328], [-0.760, -0.229, -0.632], [0.618, -0.122, 0.208], [-0.226, -0.328, 0.248], [-0.769, -0.607, 0.144], [-0.876, 1.213, -0.701], [-0.832, 0.122, 0.635], [0.016, 0.497, 0.289], [-0.487, -0.755, 1.384], [-0.313, 0.308, -0.485], [-0.344, -2.650, 0.404], [0.564, -1.743, -1.176], [1.561, 0.579, -0.290], [1.977, -0.276, -0.708], [0.595, 1.079, -0.944], [0.857, -1.548, -0.185], [0.750, 1.670, -1.086], [-0.374, 0.287, 1.519], [1.595, -1.389, 0.820], [0.945, 0.132, 1.116], [-0.992, 0.568, -0.916], [-1.016, 0.692, 0.794], [0.593, -1.036, 0.125], [0.988, -0.012, 0.494], [-0.497, 2.528, 3.561], [0.519, -2.915, -3.158], [2.405, -1.367, 1.206], [-0.325, -0.536, 0.791], [-0.322, 0.024, -0.565], [-0.378, -0.698, 0.085], [-0.606, -0.680, -0.303], [-0.521, 1.130, -1.752], [0.374, 0.312, 0.497], [-0.834, -0.170, -0.702], [-0.307, 0.305, -0.184], [-0.562, -0.094, 0.066], [-0.323, -0.319, 0.798], [0.612, 0.699, -0.729], [-0.993, -0.359, -0.173], [-0.862, 1.667, -1.213], [-0.899, 0.213, -0.377], [-0.666, -0.660, 2.153], [-0.440, 0.026, -0.410], [0.099, -0.114, 1.063], [0.278, -0.365, -0.206], [1.801, 1.114, 0.248], [-0.184, 0.249, 0.223], [-1.270, -0.358, 0.413], [0.089, 0.578, -2.663], [0.899, 0.735, 1.425], [0.928, 0.163, -1.183], [-0.917, -1.231, -1.511], [0.498, -0.260, -1.250], [-0.409, 0.253, -0.378], [0.994, 0.370, -0.082], [-0.112, -0.671, -0.345], [-0.013, 0.376, -0.409], [-0.809, -0.558, 0.019], [-0.371, 0.778, -0.876], [0.396, -0.182, 1.461], [-0.256, -0.295, -0.056], [-0.145, -1.093, -0.808], [0.168, -0.359, 0.734], [-0.336, -0.516, -0.317], [1.006, 0.023, 1.738], [-1.148, 1.847, 0.862], [-0.393, -1.720, -0.744], [-0.144, 2.499, -0.803], [0.305, -0.523, 1.392], [2.758, 1.112, -0.525], [0.158, 0.887, -0.123], [-0.154, 0.476, -0.273], [-0.888, 0.750, 0.175], [-1.485, -1.207, 0.236], [-3.073, 0.155, 1.360], [2.914, -3.085, -0.320], [0.030, -0.114, -0.009], [0.091, -1.097, 0.243], [-0.004, 0.094, 0.063], [0.904, 0.825, -0.692], [-0.849, -0.663, -0.206], [-0.394, 0.237, 0.767], [-1.909, -0.989, -1.098], [-0.844, -0.812, 1.060], [-0.052, 0.464, 0.274], [1.135, 0.960, -0.169], [0.460, 0.373, -1.086], [1.747, 0.723, -0.114], [0.232, 0.269, 0.693], [-0.922, 0.552, -0.122], [-0.035, -0.088, 0.030], [-2.220, -0.748, 0.767], [0.400, -3.763, 0.624], [3.387, 0.544, -0.294], [-0.474, 0.439, -0.767], [2.159, 1.258, 5.428], [-0.433, -0.556, -0.048], [-1.459, -0.170, -0.864], [-0.955, 0.375, -3.451], [-0.675, -1.850, -1.015], [1.805, -0.937, 0.781], [-1.630, 0.513, 1.459], [0.356, 0.148, -0.645], [0.694, 2.442, -0.416], [0.091, 0.063, 0.012], [-0.907, 0.199, 0.847], [-1.615, 1.510, -1.519], [-0.025, -0.109, 0.725], [0.132, 0.228, -1.649], [1.096, 0.871, -0.644], [1.180, -1.192, 0.825], [-0.236, 0.690, 1.276], [-1.419, 0.231, -0.554], [-0.447, -0.166, -0.662], [0.064, -0.071, 0.082], [1.204, 0.043, -0.306], [-0.870, -2.504, -0.484], [1.715, 0.359, -0.091], [-0.911, -0.081, 0.812], [-0.790, -0.172, 1.024], [-1.582, -0.513, -0.536], [-0.401, -0.308, -0.039], [0.612, -1.409, 0.346], [-0.238, 2.595, -0.685], [2.413, -2.188, -3.443], [-0.134, 0.976, 1.420], [1.590, 1.355, -0.207], [0.045, 0.800, -0.415], [0.115, 1.515, 0.907], [-0.231, 0.115, -0.043], [0.180, 0.459, -0.207], [0.774, -0.289, -0.172], [0.540, 0.659, -0.104], [0.829, 0.457, -0.274], [-0.727, -2.366, -0.769], [0.595, 0.349, 0.681], [-1.732, 0.683, 2.674], [-0.536, -0.227, 0.598], [-1.555, 0.791, -0.707], [-1.084, -0.907, -1.068], [1.029, -0.500, 0.741], [-1.204, -0.015, -2.445], [0.361, 1.216, 0.651], [0.946, -0.264, 1.699], [-0.594, -0.450, -1.408], [-0.338, -1.035, -1.003], [0.995, 0.760, 2.408], [-0.776, 0.630, -0.406], [-0.021, -0.981, -1.807], [-0.857, -0.499, -0.141], [0.597, 1.835, 0.531], [0.722, -0.865, 0.453], [-0.350, -0.502, -0.810], [0.362, 0.685, 0.875], [-0.249, -0.459, 0.984], [0.813, 0.232, 0.461], [0.251, -3.940, -1.193], [0.352, 0.787, 0.582], [-0.038, 2.343, -1.980], [-0.362, 0.905, 1.443], [0.494, -1.429, 0.078], [0.065, 0.780, 0.035], [0.486, -0.645, -0.348], [0.237, -3.194, 0.435], [0.397, 2.414, -1.189], [-0.163, -0.709, -0.255], [-0.701, 0.299, 0.039], [0.789, -1.201, 1.155], [-0.519, 0.855, 0.009], [-0.705, 0.915, -0.674], [0.435, 0.987, 1.065], [2.280, -0.954, 1.943], [-0.527, 2.081, 1.166], [-0.270, 0.273, -0.516], [0.171, -0.389, -0.761], [-0.611, -0.073, 0.518], [-0.901, 0.245, 0.526], [0.128, -0.556, -1.663], [-1.893, 1.620, 0.002], [1.987, -0.696, -0.496], [-0.265, -0.789, 0.053], [-1.027, 0.429, -0.798], [0.347, 0.315, -0.017], [-0.168, -0.421, -0.089], [0.717, -1.096, 0.203], [-0.135, 0.340, 0.058]],
  "homo_lumo_gap_ev": 0.66,
  "charge": 6,
  "e_tot_ev": -156391.0982,
  "homo_energy_ha": -0.358
}